{"formula": "C38H88O6P2S", "method": "ωB97M-V with the def2-TZVPD basis set", "elements": ["C", "C", "P", "C", "C", "C", "P", "O", "O", "O", "C", "C", "C", "O", "S", "O", "O", "H", "H", "H", "H", "H", "H", "H", "H", "H", "H", "H", "H", "H", "H", "H", "H", "H", "H", "C", "C", "C", "C", "C", "C", "H", "H", "H", "H", "H", "H", "H", "H", "H", "H", "H", "H", "H", "H", "C", "C", "C", "C", "C", "C", "H", "H", "H", "H", "H", "H", "H", "H", "H", "H", "H", "H", "H", "H", "C", "C", "C", "C", "C", "C", "H", "H", "H", "H", "H", "H", "H", "H", "H", "H", "H", "H", "H", "H", "C", "C", "C", "C", "C", "C", "H", "H", "H", "H", "H", "H", "H", "H", "H", "H", "H", "H", "H", "H", "C", "C", "C", "C", "C", "C", "H", "H", "H", "H", "H", "H", "H", "H", "H", "H", "H", "H", "H", "H"], "coordinates": [[-4.642, 1.888, 0.738], [-4.837, 1.228, -0.644], [-4.201, -0.484, -0.886], [-2.562, -0.702, -0.060], [-2.158, -2.150, 0.287], [-5.450, -1.782, -0.310], [-5.242, -3.306, -1.345], [-3.938, -3.362, -1.961], [-5.512, -4.567, -0.423], [-6.339, -3.356, -2.475], [-5.454, -2.116, 1.212], [-6.091, -1.060, 2.104], [-7.458, -0.605, 1.699], [-7.500, -0.053, 0.370], [-7.124, -1.177, -0.701], [-8.021, -2.253, -0.499], [-7.131, -0.574, -1.966], [-4.302, 2.912, 0.656], [-5.602, 1.908, 1.245], [-3.967, 1.342, 1.389], [-4.267, 1.816, -1.355], [-5.862, 1.318, -0.964], [-2.439, -0.057, 0.805], [-1.848, -0.336, -0.787], [-1.356, -2.494, -0.347], [-2.966, -2.863, 0.258], [-1.788, -2.153, 1.308], [-4.735, -5.154, -0.453], [-6.850, -4.179, -2.383], [-4.463, -2.319, 1.597], [-6.025, -3.032, 1.343], [-6.206, -1.513, 3.086], [-5.416, -0.225, 2.256], [-7.745, 0.198, 2.368], [-8.198, -1.384, 1.843], [-8.556, -10.393, 1.827], [-7.854, -9.201, 2.471], [-8.820, -8.138, 2.993], [-9.694, -7.481, 1.924], [-8.924, -6.803, 0.792], [-8.040, -5.651, 1.261], [-9.145, -10.094, 0.959], [-7.828, -11.132, 1.489], [-9.224, -10.880, 2.540], [-7.154, -8.758, 1.757], [-7.248, -9.560, 3.307], [-8.248, -7.370, 3.522], [-9.474, -8.593, 3.744], [-10.336, -6.739, 2.409], [-10.370, -8.227, 1.496], [-9.644, -6.418, 0.066], [-8.315, -7.536, 0.255], [-8.638, -4.880, 1.754], [-7.533, -5.194, 0.419], [-7.272, -5.989, 1.961], [1.458, 2.979, -3.227], [1.465, 3.647, -1.854], [0.628, 2.903, -0.815], [-0.863, 2.807, -1.140], [-1.569, 4.148, -1.337], [-1.549, 5.028, -0.090], [0.454, 2.936, -3.651], [2.084, 3.534, -3.927], [1.845, 1.960, -3.164], [1.123, 4.681, -1.948], [2.496, 3.700, -1.495], [0.761, 3.384, 0.158], [1.024, 1.888, -0.702], [-1.361, 2.262, -0.330], [-1.004, 2.200, -2.039], [-2.610, 3.956, -1.614], [-1.127, 4.691, -2.176], [-2.034, 4.526, 0.750], [-2.080, 5.964, -0.272], [-0.532, 5.285, 0.207], [-0.506, -4.235, -2.867], [-0.904, -5.696, -3.045], [-1.661, -6.257, -1.843], [-0.874, -6.272, -0.531], [0.438, -7.054, -0.574], [0.246, -8.539, -0.870], [0.167, -4.100, -2.017], [0.009, -3.863, -3.754], [-1.392, -3.616, -2.706], [-0.016, -6.299, -3.254], [-1.543, -5.782, -3.927], [-1.999, -7.271, -2.079], [-2.570, -5.664, -1.697], [-1.512, -6.695, 0.253], [-0.663, -5.244, -0.222], [0.935, -6.951, 0.394], [1.116, -6.618, -1.312], [-0.387, -9.009, -0.115], [1.206, -9.057, -0.872], [-0.212, -8.700, -1.847], [3.779, 6.771, -1.440], [5.295, 6.878, -1.312], [5.951, 5.581, -0.841], [5.520, 5.108, 0.548], [5.764, 6.113, 1.673], [7.239, 6.452, 1.866], [3.307, 6.544, -0.482], [3.356, 7.711, -1.798], [3.506, 5.987, -2.149], [5.550, 7.700, -0.637], [5.713, 7.145, -2.286], [7.038, 5.705, -0.867], [5.725, 4.788, -1.562], [6.055, 4.181, 0.780], [4.459, 4.845, 0.533], [5.374, 5.694, 2.604], [5.197, 7.031, 1.493], [7.818, 5.557, 2.099], [7.364, 7.158, 2.689], [7.666, 6.913, 0.976], [10.267, 6.751, -0.181], [10.949, 6.372, 1.130], [12.073, 7.329, 1.526], [13.241, 7.395, 0.541], [13.929, 6.058, 0.269], [14.566, 5.442, 1.512], [10.965, 6.731, -1.020], [9.462, 6.051, -0.409], [9.837, 7.753, -0.119], [11.328, 5.349, 1.063], [10.201, 6.368, 1.926], [12.443, 7.048, 2.516], [11.657, 8.336, 1.638], [13.981, 8.102, 0.929], [12.896, 7.815, -0.408], [14.707, 6.215, -0.482], [13.222, 5.349, -0.170], [15.315, 6.111, 1.939], [15.059, 4.501, 1.264], [13.824, 5.226, 2.282]], "forces_ev_per_angstrom": [[-0.724, -0.265, -0.052], [0.908, 0.360, 1.398], [0.085, -0.355, -2.771], [-0.398, -0.126, 0.587], [0.028, 0.460, 0.599], [-0.657, 0.770, 1.404], [0.483, 0.556, -0.843], [1.909, -0.024, -0.164], [-0.098, -0.454, 0.454], [-0.877, -0.598, 0.358], [-0.733, -0.434, -0.016], [0.563, -0.257, 0.105], [-0.235, 0.593, 1.025], [0.773, -0.632, -0.198], [-0.146, -0.180, 0.034], [-0.612, -1.244, 0.841], [0.287, 1.301, -1.199], [0.151, 0.227, -0.038], [-0.129, 0.092, 0.217], [0.284, 0.007, -0.009], [0.225, -0.174, -0.352], [-0.266, -0.251, -0.187], [-0.096, 0.047, 0.279], [-0.047, 0.254, -0.325], [0.048, -0.210, -0.295], [-0.071, -0.169, -0.265], [0.162, -0.100, 0.187], [-0.272, 0.232, 0.003], [-0.184, 0.475, -0.195], [0.279, -0.017, -0.248], [-0.066, -0.174, 0.055], [-0.002, -0.081, 0.234], [0.039, 0.313, -0.202], [-0.170, 0.335, -0.111], [-0.147, -0.260, -0.464], [0.126, 0.037, -0.030], [-0.085, -0.075, 0.044], [0.039, 0.037, 0.017], [-0.015, -0.066, -0.045], [-0.042, 0.114, 0.111], [-0.102, -0.128, -0.020], [-0.020, -0.007, 0.006], [-0.031, -0.031, 0.002], [-0.033, 0.008, -0.019], [-0.006, 0.028, 0.007], [0.027, 0.022, -0.009], [-0.012, 0.016, -0.010], [0.006, -0.017, 0.000], [0.005, 0.018, -0.014], [0.000, -0.009, 0.019], [0.005, -0.025, -0.022], [-0.017, -0.029, 0.011], [0.007, -0.017, 0.034], [-0.010, 0.091, 0.004], [-0.008, 0.008, 0.017], [0.024, 0.132, 0.023], [0.035, -0.127, -0.052], [0.015, 0.041, 0.063], [-0.038, -0.055, -0.064], [-0.056, -0.028, 0.155], [-0.014, 0.069, -0.127], [0.000, -0.022, -0.006], [0.005, -0.034, -0.024], [-0.033, -0.018, -0.011], [-0.007, 0.003, 0.033], [-0.008, 0.039, 0.025], [-0.020, -0.002, 0.004], [0.009, -0.001, -0.014], [-0.017, 0.018, 0.004], [0.009, -0.012, 0.007], [0.011, 0.004, -0.047], [0.011, -0.025, -0.018], [0.039, -0.011, 0.019], [-0.012, 0.003, 0.042], [0.002, -0.017, 0.024], [0.005, 0.032, -0.060], [-0.039, 0.104, 0.036], [-0.061, -0.131, 0.005], [0.009, 0.076, -0.011], [-0.068, -0.101, 0.084], [0.125, 0.056, -0.043], [0.009, -0.003, -0.006], [0.003, 0.021, 0.012], [-0.001, -0.009, 0.028], [-0.020, -0.042, 0.032], [-0.001, -0.012, -0.001], [0.022, -0.014, 0.027], [0.034, 0.077, -0.056], [0.022, -0.021, 0.013], [-0.019, 0.006, -0.013], [0.022, 0.029, -0.015], [-0.024, 0.033, -0.009], [-0.031, -0.002, -0.022], [-0.020, -0.037, 0.014], [-0.025, -0.007, 0.008], [0.070, 0.129, 0.000], [-0.064, -0.078, -0.046], [0.055, 0.018, 0.002], [-0.070, 0.007, -0.015], [0.105, -0.094, 0.041], [-0.137, 0.121, 0.065], [-0.019, -0.024, -0.012], [-0.041, -0.024, -0.013], [-0.030, -0.018, 0.026], [0.028, -0.017, 0.015], [0.021, 0.020, 0.013], [0.002, -0.012, 0.021], [-0.009, 0.010, -0.013], [0.007, 0.006, 0.019], [0.002, -0.005, -0.021], [-0.034, 0.018, -0.005], [-0.019, -0.013, -0.027], [0.013, -0.006, -0.043], [0.050, -0.023, 0.013], [0.019, -0.018, -0.007], [0.035, -0.141, 0.047], [-0.044, 0.108, -0.029], [0.016, -0.031, 0.042], [-0.032, 0.004, -0.051], [0.097, 0.051, 0.088], [-0.044, -0.094, -0.102], [-0.007, 0.026, -0.010], [-0.016, 0.032, -0.041], [0.018, 0.013, -0.037], [0.023, 0.005, 0.012], [0.011, -0.024, 0.014], [0.019, 0.005, -0.005], [-0.017, -0.003, -0.004], [0.016, -0.011, -0.002], [-0.013, 0.009, 0.008], [-0.024, -0.011, -0.029], [-0.023, 0.022, -0.008], [-0.023, 0.013, 0.030], [0.029, 0.006, 0.031], [0.008, 0.020, 0.019]], "lumo_ha": 0.012, "smiles": "CCP(CC)[C@@]1(P(=O)(O)O)CCCOS1(=O)=O.CCCCCC.CCCCCC.CCCCCC.CCCCCC.CCCCCC", "e_homo_ev": -7.70, "max_force_ev_per_a": 2.8, "gap_ev": 8.0, "energy_ev": -82533.7342}